No. 1
Here is a single C19H22N4O3S molecule at a distorted geometry from the OMol25 dataset. Energies are from wB97M-V/def2-TZVPD.

The geometry in XYZ format:
```
49
Properties=species:S:1:pos:R:3:nbo_charge:R:1
N 1.76 -4.02 3.86 -0.310
O -2.17 0.55 -2.38 -0.631
O 1.02 1.50 -0.44 -0.600
O 2.92 -2.07 -0.54 -0.622
C 1.62 -4.37 2.78 0.258
S -1.70 5.60 1.57 0.381
C -1.96 1.29 -1.38 0.696
C 0.70 0.47 0.11 0.663
C 2.13 -2.56 0.29 0.682
C -1.99 7.16 0.72 -0.354
C -2.00 7.02 -0.65 -0.253
C -1.63 4.82 0.00 -0.156
C -1.83 5.67 -1.03 -0.085
N -1.90 2.69 -1.30 -0.425
N 2.17 -3.95 0.53 -0.434
N 1.65 -0.13 0.87 -0.596
C -1.77 3.33 -0.03 -0.262
C -1.68 5.06 -2.36 -0.425
C -2.43 3.68 -2.29 -0.201
C 3.18 -4.74 -0.11 -0.207
C 3.19 -5.98 0.67 -0.429
C -1.96 0.31 -0.19 -0.454
C 1.78 -6.27 1.05 -0.382
C -0.21 -1.55 0.67 -0.397
C -0.47 -0.38 -0.24 -0.321
C 1.27 -4.81 1.40 -0.143
C 1.28 -1.54 1.11 -0.142
H -1.99 8.14 1.18 0.231
H -1.88 7.82 -1.29 0.220
H 2.59 -0.01 0.43 0.437
H -2.61 3.03 0.54 0.194
H -0.89 2.98 0.52 0.231
H -0.67 4.68 -2.50 0.234
H -2.03 5.76 -3.19 0.228
H -3.48 3.75 -2.28 0.190
H -2.29 3.16 -3.18 0.221
H 2.88 -4.96 -1.13 0.187
H 4.05 -4.14 -0.13 0.236
H 3.59 -6.77 0.05 0.228
H 3.81 -5.83 1.51 0.218
H -2.85 -0.37 -0.21 0.251
H -2.02 0.86 0.75 0.196
H 1.84 -6.89 2.04 0.242
H 1.15 -6.67 0.28 0.228
H -0.93 -1.50 1.55 0.217
H -0.53 -2.50 0.19 0.214
H -0.32 -0.78 -1.28 0.266
H 0.17 -4.75 1.33 0.252
H 1.40 -1.79 2.12 0.225
```

Structure (SMILES)   N#C[C@@H]1CCCN1C(=O)[C@@H]1C[C@@H](CC(=O)N2CCc3ccsc3C2)C(=O)N1
Lowest unoccupied orbital energy   0.3 eV
Energy above the lowest of the compared OMol25 structures with the same formula, charge and spin   98.4 kcal per mole
Maximum force   3.7 eV/A



No. 2
Here is a single C6H10 molecule from the OMol25 dataset. Energies are from wB97M-V/def2-TZVPD.

The geometry in XYZ format:
```
16
Properties=species:S:1:pos:R:3:nbo_charge:R:1
C 2.21 0.13 0.14 -0.636
C 0.72 0.15 0.00 0.020
C -0.08 1.21 -0.17 -0.205
C -1.53 0.82 -0.26 -0.432
C -1.51 -0.64 0.24 -0.387
C -0.08 -1.13 -0.02 -0.437
H 2.64 -0.52 -0.63 0.214
H 2.65 1.13 0.05 0.216
H 2.50 -0.28 1.12 0.216
H 0.27 2.24 -0.28 0.206
H -2.18 1.45 0.36 0.208
H -1.90 0.90 -1.29 0.202
H -1.68 -0.65 1.32 0.200
H -2.23 -1.30 -0.24 0.206
H -0.02 -1.62 -1.01 0.202
H 0.23 -1.90 0.70 0.207
```

Structure (SMILES)   CC1=CCCC1
Lowest unoccupied orbital energy   1.2 eV
Energy above the lowest of the compared OMol25 structures with the same formula, charge and spin   0.5 kcal per mole
Maximum force   0.3 eV/A



No. 3
Here is a molecular structure, C30H52Cl5N2NbO4P2Si4 at a distorted geometry from the OMol25 dataset. Energies are from wB97M-V/def2-TZVPD.

The geometry in XYZ format:
```
100
Properties=species:S:1:pos:R:3:lowdin_charge:R:1
Nb 0.20 0.25 -1.27 1.280
O -1.23 1.78 -3.13 -0.338
C -0.50 2.77 -3.93 -0.115
O -0.29 -0.41 -4.20 -0.416
C 0.75 -0.98 -5.03 -0.147
H 0.21 2.25 -4.59 0.064
H 0.02 3.45 -3.27 0.052
H -1.22 3.34 -4.54 0.106
H 0.43 -1.04 -6.08 0.092
H 0.95 -2.00 -4.67 0.045
H 1.64 -0.35 -4.93 0.047
C -2.10 1.16 -4.08 -0.196
C -1.31 0.22 -4.98 -0.199
H -2.55 1.90 -4.75 0.129
H -2.92 0.66 -3.57 0.095
H -0.85 0.81 -5.78 0.122
H -1.99 -0.54 -5.40 0.130
Cl 0.63 -1.91 -2.16 0.200
Cl 1.71 1.10 -2.76 0.347
N 0.16 -2.01 0.70 -0.269
P -2.49 -0.32 -0.84 0.874
P 2.86 -0.07 -0.35 0.837
C 3.11 -1.35 0.87 -0.368
C 2.89 1.61 0.31 -0.411
C -2.75 -1.40 0.57 -0.379
C -3.04 1.34 -0.51 -0.388
Si -1.72 2.74 -0.43 0.348
H -3.57 1.29 0.46 0.065
H -3.76 1.63 -1.30 0.055
C -2.03 3.54 1.25 -0.177
C -2.17 4.15 -1.57 -0.164
Si 1.43 2.81 -0.13 0.298
H 3.84 2.10 0.03 0.039
H 2.86 1.51 1.41 -0.036
C 2.10 4.07 -1.37 -0.195
C 1.28 3.82 1.46 -0.184
Si 1.62 -2.49 1.34 0.243
H 3.49 -0.85 1.78 0.036
H 3.90 -2.01 0.47 0.053
C 1.74 -2.51 3.22 -0.199
C 2.05 -4.26 0.82 -0.187
Si -1.36 -2.67 0.92 0.221
H -3.69 -1.96 0.37 0.062
H -2.88 -0.74 1.45 0.040
C 4.14 -0.28 -1.65 -0.389
C 5.02 0.76 -2.04 -0.100
H 5.19 1.61 -1.38 0.093
C 5.67 0.69 -3.27 -0.080
H 6.34 1.51 -3.59 0.112
C 5.48 -0.43 -4.10 -0.077
H 5.97 -0.48 -5.07 0.102
C 4.65 -1.49 -3.69 -0.082
H 4.54 -2.40 -4.32 0.119
C 3.99 -1.41 -2.48 -0.141
H 3.33 -2.21 -2.16 0.068
C -3.65 -1.00 -2.08 -0.364
C -3.06 -1.86 -3.04 -0.122
H -1.99 -2.04 -2.99 0.058
C -3.85 -2.44 -4.03 -0.083
H -3.37 -3.09 -4.78 0.118
C -5.23 -2.22 -4.05 -0.081
H -5.84 -2.70 -4.82 0.107
C -5.82 -1.38 -3.09 -0.082
H -6.92 -1.23 -3.10 0.113
C -5.04 -0.75 -2.13 -0.083
H -5.50 -0.07 -1.40 0.113
H 1.82 -4.40 -0.25 0.017
H 1.47 -4.99 1.41 0.031
H 3.13 -4.43 0.99 0.022
H 1.90 -1.49 3.58 -0.062
H 2.62 -3.12 3.48 0.036
H 0.85 -2.91 3.72 0.005
C -1.67 -4.12 -0.24 -0.183
C -1.69 -3.21 2.69 -0.177
H -1.41 -3.85 -1.28 -0.008
H -2.73 -4.41 -0.20 0.026
H -1.05 -4.98 0.05 0.026
H -1.65 -2.34 3.36 0.000
H -0.96 -3.95 3.03 0.024
H -2.70 -3.65 2.70 0.032
H -2.55 3.79 -2.54 0.024
H -1.28 4.78 -1.73 0.039
H -2.95 4.76 -1.08 0.037
H -1.92 2.84 2.09 -0.015
H -3.08 3.87 1.21 0.043
H -1.38 4.42 1.42 0.027
H 3.19 4.15 -1.23 0.033
H 1.63 5.05 -1.17 0.038
H 1.89 3.75 -2.40 -0.018
H 0.75 3.25 2.23 -0.064
H 0.76 4.77 1.30 0.036
H 2.29 4.03 1.83 0.048
N -0.09 2.31 -0.80 -0.396
Cl -0.29 -0.26 4.75 0.648
C 0.24 0.98 3.58 -1.349
Cl -0.31 2.59 4.20 0.633
Cl 2.05 0.99 3.53 0.654
C -0.41 0.68 2.13 -0.681
O -1.65 0.62 2.22 -0.063
O 0.32 0.56 1.06 -0.293
```

Lowest unoccupied orbital energy (alpha / beta)   -1.5 / -1.5 eV
Maximum force   3.1 eV/A



No. 4
Here is a molecular structure, C27H21ClMgN6OS from the OMol25 dataset. Energies are from wB97M-V/def2-TZVPD.

The geometry in XYZ format:
```
58
Properties=species:S:1:pos:R:3:nbo_charge:R:1
Mg -0.24 -0.05 0.01 1.740
C 4.98 -2.47 -1.68 -0.323
C 5.02 -1.14 -2.10 -0.210
C 3.88 -0.36 -2.14 -0.318
C 2.62 -0.86 -1.75 0.287
C 2.59 -2.21 -1.34 -0.304
C 3.74 -2.98 -1.30 -0.209
N 1.49 -0.08 -1.64 -0.772
C 1.23 0.84 -2.62 0.157
C 1.70 0.79 -3.95 -0.315
C 1.36 1.75 -4.89 -0.243
C 0.53 2.82 -4.55 -0.295
C 0.02 2.88 -3.26 -0.262
C 0.34 1.92 -2.31 0.149
N -0.19 1.89 -1.03 -0.397
N -0.72 3.01 -0.60 -0.373
C -1.27 2.88 0.63 0.324
C -1.98 4.00 1.17 -0.263
C -2.61 3.89 2.37 -0.203
C -2.57 2.66 3.07 -0.367
C -1.83 1.64 2.50 0.073
N -1.15 1.74 1.36 -0.567
H 5.87 -3.08 -1.65 0.185
H 5.98 -0.70 -2.39 0.184
H 3.95 0.68 -2.44 0.212
H 1.65 -2.63 -1.00 0.235
H 3.67 -4.01 -0.96 0.194
H 2.34 -0.04 -4.25 0.199
H 1.75 1.67 -5.90 0.179
H 0.27 3.57 -5.29 0.180
H -0.65 3.68 -2.96 0.217
H -2.00 4.90 0.58 0.204
H -3.16 4.73 2.77 0.184
H -3.09 2.51 4.00 0.193
H -1.78 0.67 2.99 0.197
S -0.35 -2.42 1.56 -0.490
C -0.88 -2.93 -0.01 0.093
C -1.42 -4.21 -0.28 -0.296
C -1.72 -4.56 -1.57 -0.187
C -1.50 -3.66 -2.61 -0.328
C -1.00 -2.42 -2.28 0.065
N -0.72 -2.06 -1.03 -0.562
H -1.57 -4.90 0.55 0.206
H -2.13 -5.55 -1.78 0.186
H -1.72 -3.90 -3.64 0.194
H -0.80 -1.66 -3.03 0.201
Cl 2.14 1.77 5.37 -0.035
C 2.50 0.95 3.87 -0.076
C 3.75 0.39 3.67 -0.212
C 3.96 -0.24 2.46 -0.244
C 2.94 -0.29 1.53 0.057
N 1.74 0.25 1.73 -0.421
C 1.52 0.87 2.89 0.027
H 4.51 0.46 4.43 0.212
H 4.91 -0.70 2.23 0.215
H 3.08 -0.80 0.58 0.237
H 0.55 1.32 3.04 0.232
O -2.26 -0.11 -0.04 -0.943
```

Total charge   -2
Lowest unoccupied orbital energy (alpha / beta)   4.2 / 4.2 eV
Energy above the lowest of the compared OMol25 structures with the same formula, charge and spin   25.5 kcal per mole
Maximum force   0.7 eV/A



No. 5
Here is a molecular structure, C3H4N4O4S2 at a distorted geometry from the OMol25 dataset. Energies are from wB97M-V/def2-TZVPD.

The geometry in XYZ format:
```
17
Properties=species:S:1:pos:R:3:nbo_charge:R:1
C 1.98 0.61 0.32 0.337
C -0.25 1.24 -0.01 -0.138
C -2.74 -0.73 0.58 0.871
N 1.34 -0.19 -0.43 -0.349
N 0.01 0.17 -0.66 -0.291
N 3.26 0.53 0.73 -0.826
N -3.35 -1.15 -0.58 -0.817
O -2.19 -1.45 1.36 -0.548
O -2.89 1.45 -1.50 -0.902
O -2.66 2.97 0.40 -0.893
O -3.03 0.64 0.90 -0.701
S 0.86 2.05 0.95 0.294
S -2.46 1.69 -0.16 2.295
H 3.76 -0.16 0.20 0.417
H 3.70 1.11 1.47 0.426
H -2.87 -2.01 -0.86 0.415
H -3.50 -0.41 -1.20 0.411
```

Lowest unoccupied orbital energy   -0.4 eV
Energy above the lowest of the compared OMol25 structures with the same formula, charge and spin   0.0 kcal per mole
Maximum force   5.2 eV/A



No. 6
Here is a single C2H5N5O molecule at a distorted geometry from the OMol25 dataset. Energies are from wB97M-V/def2-TZVPD.

The geometry in XYZ format:
```
13
Properties=species:S:1:pos:R:3:nbo_charge:R:1
C 0.17 -2.25 -1.33 -0.253
C -0.09 -0.32 -0.15 0.608
H -0.46 -2.74 -0.62 0.199
H 1.17 -2.52 -0.95 0.198
H 0.00 -2.50 -2.34 0.199
H 0.35 2.61 -0.89 0.366
H -1.19 2.69 -0.06 0.376
N 0.24 -0.92 0.97 -0.388
N 0.35 0.11 1.89 -0.050
N 0.14 1.25 1.33 -0.093
N -0.14 1.04 0.03 -0.103
N -0.50 2.07 -0.77 -0.601
O -0.12 -0.87 -1.31 -0.457
```

Structure (SMILES)   COc1nnnn1N
Lowest unoccupied orbital energy   0.7 eV
Energy above the lowest of the compared OMol25 structures with the same formula, charge and spin   62.5 kcal per mole
Maximum force   4.1 eV/A



No. 7
Here is a molecular structure, C23H57CdF8N11O13P2S4 at a distorted geometry from the OMol25 dataset. Energies are from wB97M-V/def2-TZVPD.

The geometry in XYZ format:
```
119
Properties=species:S:1:pos:R:3:lowdin_charge:R:1
Cd 3.04 -19.34 9.57 1.457
C 5.65 -20.84 6.55 -0.737
F 6.17 -20.91 5.35 0.182
F 6.59 -21.35 7.36 0.131
F 5.64 -19.57 6.84 0.135
S 4.06 -21.59 6.83 0.599
O 3.27 -20.65 6.06 -0.277
O 4.13 -22.94 6.46 -0.227
N 3.84 -21.36 8.43 -0.331
S 3.57 -22.57 9.53 0.598
O 3.73 -22.02 10.85 -0.319
O 2.40 -23.36 9.21 -0.272
C 4.93 -23.80 9.57 -0.710
F 6.06 -23.13 9.70 0.135
F 4.79 -24.65 10.66 0.109
F 4.96 -24.45 8.49 0.208
N 4.03 -18.64 12.25 -0.314
S 3.77 -17.18 11.85 0.438
O 2.96 -17.27 10.61 -0.405
O 4.83 -16.26 11.81 -0.252
F 2.78 -16.63 12.89 -0.123
S 4.92 -18.91 13.61 0.510
O 4.72 -20.23 14.06 -0.235
O 4.76 -17.77 14.48 -0.283
F 6.33 -18.67 13.04 -0.139
C 9.16 -16.47 13.12 -0.300
O 10.14 -16.76 12.40 -0.053
N 8.28 -15.44 12.80 -0.213
C 7.16 -15.10 13.61 -0.069
C 8.66 -14.51 11.74 -0.042
H 9.00 -16.93 14.15 0.147
H 7.28 -14.08 13.88 0.071
H 7.10 -15.72 14.54 0.110
H 6.27 -15.26 12.96 0.072
H 9.48 -14.94 11.16 0.083
H 7.89 -14.22 11.04 0.081
H 8.93 -13.58 12.26 0.095
C 3.85 -17.62 7.21 -0.349
O 2.77 -18.00 7.64 -0.077
N 4.05 -17.40 5.89 -0.181
C 5.34 -16.92 5.41 -0.039
C 3.07 -17.72 4.84 -0.013
H 4.70 -17.55 7.89 0.119
H 5.94 -16.68 6.31 0.098
H 5.04 -16.10 4.76 0.091
H 5.94 -17.67 4.89 0.085
H 3.58 -18.25 4.10 0.071
H 2.38 -18.44 5.34 0.079
H 2.57 -16.76 4.57 0.114
C 6.17 -19.76 10.17 -0.424
O 5.44 -19.00 9.58 -0.094
N 7.41 -19.56 10.46 -0.145
C 8.22 -20.46 11.27 -0.033
C 7.95 -18.19 10.13 0.027
H 5.75 -20.73 10.43 0.111
H 9.24 -20.58 10.98 0.080
H 7.73 -21.48 11.36 0.114
H 8.27 -20.12 12.34 0.097
H 9.04 -18.42 10.11 0.098
H 7.60 -17.75 9.21 0.079
H 7.61 -17.55 11.04 0.110
O 1.47 -24.70 17.29 -0.299
P 2.82 -24.25 16.83 0.490
N 3.04 -22.77 17.39 -0.306
C 4.27 -22.03 17.29 -0.092
C 1.91 -21.91 17.62 -0.127
N 2.95 -24.08 15.20 -0.313
C 2.75 -25.23 14.31 -0.097
C 2.47 -22.92 14.58 -0.143
N 4.09 -25.30 17.12 -0.314
C 4.12 -26.07 18.33 -0.114
C 5.24 -25.42 16.36 -0.165
H 4.31 -21.23 18.02 0.086
H 4.56 -21.62 16.33 0.061
H 5.11 -22.68 17.50 0.073
H 1.88 -21.01 16.95 0.096
H 1.88 -21.51 18.61 0.070
H 0.98 -22.50 17.46 0.086
H 3.26 -25.02 13.33 0.091
H 3.13 -26.13 14.80 0.078
H 1.74 -25.43 13.97 0.081
H 2.96 -21.99 14.97 0.068
H 2.84 -23.00 13.54 0.091
H 1.39 -22.73 14.73 0.096
H 4.40 -27.16 18.15 0.104
H 4.85 -25.62 19.04 0.092
H 3.10 -26.11 18.73 0.073
H 5.24 -24.96 15.43 0.051
H 5.50 -26.45 16.21 0.081
H 6.17 -25.06 16.89 0.099
O 1.08 -19.97 9.70 -0.376
P -0.38 -20.07 9.49 0.503
N -1.00 -18.58 9.64 -0.293
C -2.32 -18.39 9.07 -0.105
C -0.33 -17.36 10.15 -0.063
N -1.09 -21.22 10.49 -0.279
C -0.66 -22.63 10.48 -0.097
C -1.14 -20.82 11.92 -0.107
N -0.75 -20.64 7.98 -0.283
C -1.93 -21.47 7.74 -0.099
C -0.02 -20.08 6.82 -0.090
H -2.27 -18.40 7.98 0.073
H -2.73 -17.36 9.40 0.118
H -2.98 -19.19 9.44 0.077
H -0.45 -16.52 9.51 0.079
H 0.71 -17.56 10.46 0.046
H -0.78 -17.07 11.11 0.088
H -1.58 -23.30 10.49 0.108
H -0.07 -22.86 9.59 0.063
H -0.05 -22.82 11.35 0.071
H -0.17 -20.91 12.38 0.075
H -1.44 -19.79 12.06 0.069
H -1.84 -21.45 12.52 0.101
H -1.80 -22.58 7.82 0.095
H -2.59 -21.26 8.56 0.050
H -2.36 -21.13 6.83 0.076
H 1.07 -19.97 6.97 0.038
H -0.47 -19.06 6.51 0.106
H 0.03 -20.69 5.92 0.083
```

Lowest unoccupied orbital energy   0.3 eV
Energy above the lowest of the compared OMol25 structures with the same formula, charge and spin   0.0 kcal per mole
Maximum force   4.9 eV/A



No. 8
Here is 2 unconnected molecules or ions with the total composition C24H21Cl2N2 at a distorted geometry from the OMol25 dataset. Energies are from wB97M-V/def2-TZVPD.

The geometry in XYZ format:
```
49
Properties=species:S:1:pos:R:3:nbo_charge:R:1
Cl -5.44 3.35 -2.24 0.084
C -3.92 2.58 -2.13 0.029
C -3.85 1.18 -2.06 -0.259
C -2.61 0.56 -1.91 -0.049
C -1.41 1.33 -1.84 -0.182
C -0.13 0.71 -1.65 0.117
C 1.08 1.31 -2.00 -0.351
C 2.31 0.66 -1.94 0.083
C 3.57 1.33 -2.06 -0.176
C 4.78 0.58 -2.11 -0.101
C 6.02 1.20 -2.17 -0.243
C 6.09 2.61 -2.19 0.034
Cl 7.61 3.38 -2.25 0.091
C 4.91 3.38 -2.15 -0.241
C 3.67 2.75 -2.08 -0.111
C -1.52 2.75 -1.96 -0.118
C -2.76 3.36 -2.10 -0.243
H -4.76 0.59 -2.13 0.248
H -2.54 -0.52 -1.85 0.223
H -0.12 -0.30 -1.26 0.261
H 1.05 2.33 -2.40 0.217
H 2.32 -0.42 -1.81 0.228
H 4.72 -0.51 -2.10 0.232
H 6.94 0.62 -2.21 0.251
H 4.99 4.47 -2.18 0.248
H 2.77 3.36 -2.03 0.222
H -0.62 3.35 -1.89 0.217
H -2.83 4.45 -2.18 0.246
C -2.87 -4.44 1.67 -0.641
C -2.07 -3.26 2.15 -0.006
C -1.66 -2.33 1.20 -0.198
C -0.91 -1.22 1.60 0.061
C -0.59 -1.06 2.98 0.165
C -0.99 -1.98 3.93 -0.248
C -1.74 -3.09 3.51 -0.003
C -2.18 -4.09 4.54 -0.636
N 0.16 0.11 3.04 -0.546
C 0.28 0.61 1.77 0.214
N -0.34 -0.18 0.90 -0.518
H -3.16 -5.12 2.48 0.226
H -3.80 -4.10 1.18 0.225
H -2.31 -5.01 0.92 0.225
H -1.90 -2.43 0.14 0.205
H -0.73 -1.83 4.98 0.219
H -1.82 -3.78 5.53 0.221
H -3.27 -4.18 4.60 0.226
H -1.77 -5.10 4.34 0.225
H 0.55 0.52 3.88 0.426
H 0.82 1.52 1.55 0.205
```

Total charge   +1
Lowest unoccupied orbital energy   -5.4 eV
Maximum force   1.9 eV/A



No. 9
Here is a single C4H9N molecule from the OMol25 dataset. Energies are from wB97M-V/def2-TZVPD.

The geometry in XYZ format:
```
14
Properties=species:S:1:pos:R:3:nbo_charge:R:1
C 0.85 1.68 0.40 -0.612
C 0.62 0.20 0.19 -0.077
C -0.06 -0.76 1.11 -0.258
N -0.76 -0.19 -0.02 -0.409
C -1.06 -0.99 -1.18 -0.410
H 1.80 1.90 0.90 0.209
H 0.86 2.16 -0.58 0.210
H 0.03 2.12 0.97 0.219
H 1.36 -0.28 -0.45 0.179
H -0.42 -0.48 2.10 0.200
H 0.27 -1.80 1.03 0.185
H -0.23 -1.64 -1.50 0.164
H -1.94 -1.62 -0.98 0.199
H -1.31 -0.31 -2.00 0.201
```

Structure (SMILES)   C[C@H]1CN1C
Lowest unoccupied orbital energy   1.3 eV
Energy above the lowest of the compared OMol25 structures with the same formula, charge and spin   24.3 kcal per mole
Maximum force   0.2 eV/A